[1]
153
Properties=species:S:1:pos:R:3:mulliken_spin:R:1 method="wB97M-V/def2-TZVPD" multiplicity=2 total_charge=+1 homo_lumo_gap_ev="6.75 / 2.23"
C 5.31717 -2.24751 -4.03045 0.00
C 4.45170 -2.86996 -3.05393 0.00
C 4.04048 -1.67744 -2.19541 0.00
O 5.05676 -0.69347 -2.43924 0.00
C 6.02491 -1.24145 -3.22855 0.00
H 4.68280 -1.66844 -4.70154 0.00
H 5.97070 -2.89868 -4.61094 0.00
H 5.03960 -3.57124 -2.46175 0.00
H 3.53778 -3.29047 -3.47348 0.00
H 4.00926 -2.03740 -1.16704 0.00
H 3.05534 -1.30534 -2.47674 0.00
H 6.71251 -1.76886 -2.56737 0.00
H 6.53773 -0.49537 -3.83556 0.00
C -0.29281 -0.44126 -0.04055 0.00
C 1.04401 -0.02019 0.48907 0.00
C 0.96657 1.51976 0.43520 0.00
O -0.35261 1.81639 0.75210 0.00
C -1.26114 0.78538 0.34371 0.00
H -0.64874 -1.45153 0.16136 0.00
H -0.13238 -0.42237 -1.11852 0.00
H 1.87444 -0.39239 -0.11088 0.00
H 1.18546 -0.40531 1.49891 0.00
H 1.11562 1.88818 -0.57977 0.00
H 1.62283 2.00824 1.15549 0.00
H -1.85010 1.20341 -0.47267 0.00
H -1.77486 0.60253 1.28750 0.00
C 4.42932 1.56873 1.36555 0.00
C 3.87123 0.80598 2.56967 0.00
C 3.83847 1.95665 3.50351 0.00
O 3.47212 3.11618 2.79834 0.00
C 4.10444 3.09814 1.55402 0.00
H 4.01146 1.16890 0.44163 0.00
H 5.43943 1.25522 1.10197 0.00
H 4.53406 0.06907 3.02325 0.00
H 2.89996 0.43425 2.24325 0.00
H 4.80520 2.14031 3.97234 0.00
H 3.10207 1.79503 4.29072 0.00
H 5.03160 3.63775 1.74714 0.00
H 3.67825 3.69311 0.74626 0.00
C 0.40805 0.94384 4.60118 0.00
C -0.78350 0.11143 5.18084 0.00
C -0.92446 0.55874 6.59613 0.00
O 0.03526 1.56883 6.74847 0.00
C 1.08565 1.39415 5.86102 0.00
H 0.06817 1.89443 4.19012 0.00
H 1.01033 0.46216 3.83089 0.00
H -0.51044 -0.94376 5.17092 0.00
H -1.71706 0.21843 4.62846 0.00
H -0.63040 -0.26537 7.24611 0.00
H -1.91910 0.98621 6.72283 0.00
H 1.88050 0.71486 6.16905 0.00
H 1.48224 2.37728 5.60751 0.00
C 2.41309 -2.63613 4.00136 0.00
C 3.78327 -3.18738 4.26518 0.00
C 3.63095 -3.85683 5.63270 0.00
O 2.73895 -3.05107 6.29915 0.00
C 1.96071 -2.28243 5.43475 0.00
H 1.74685 -3.43738 3.68164 0.00
H 2.41900 -1.86577 3.23025 0.00
H 4.39534 -2.28672 4.21730 0.00
H 4.05395 -3.93919 3.52383 0.00
H 4.56721 -4.01397 6.16827 0.00
H 3.14809 -4.81956 5.46503 0.00
H 2.14008 -1.22060 5.60342 0.00
H 0.93909 -2.62684 5.59529 0.00
N -1.34875 4.98374 -4.65555 0.02
C -0.57985 4.70049 -3.59369 0.11
C -1.14134 4.48656 -2.26924 0.15
C -2.51880 4.75000 -2.13204 -0.02
C -3.22615 5.14968 -3.26780 0.22
C -2.64178 5.14196 -4.51607 0.21
H 0.48177 4.75600 -3.78413 0.13
H -0.44093 4.17537 -1.50832 0.04
H -3.04529 4.60673 -1.20001 0.00
H -4.28328 5.36697 -3.22700 0.00
H -3.11355 5.52405 -5.40930 0.00
N -6.10354 1.15071 -4.80923 -0.01
C -6.40501 0.59056 -3.58603 0.03
C -5.44552 0.51650 -2.57156 0.00
C -4.20677 1.24574 -2.74911 0.00
C -3.91959 1.76150 -3.95923 0.00
C -4.89321 1.70881 -4.98316 0.04
H -7.36190 0.09091 -3.61946 0.00
H -5.67199 -0.04931 -1.67994 0.00
H -3.42520 1.24548 -2.00376 0.00
H -2.93057 2.08928 -4.24351 0.02
H -4.65796 2.07411 -5.97190 0.00
N -0.36075 -3.98434 -2.54741 0.00
C -1.24747 -2.93739 -2.46278 0.00
C -2.64399 -3.09535 -2.52199 0.00
C -3.20801 -4.36248 -2.58686 0.00
C -2.33138 -5.47197 -2.60502 0.00
C -0.95686 -5.21670 -2.65341 0.00
H -0.89349 -1.94442 -2.22806 0.00
H -3.33989 -2.27272 -2.44852 0.00
H -4.27440 -4.51395 -2.66599 0.00
H -2.61929 -6.51086 -2.54015 0.00
H -0.28348 -6.05874 -2.59081 0.00
N -5.85268 2.84117 3.31151 0.00
C -4.51072 3.15267 3.06887 0.00
C -4.06382 3.10992 1.73223 0.00
C -4.90353 2.56103 0.80237 0.00
C -6.25885 2.21371 1.09967 0.00
C -6.78395 2.42698 2.39761 0.00
H -3.83815 3.42701 3.86812 0.00
H -3.02928 3.37788 1.57623 0.00
H -4.48846 2.44124 -0.18746 0.00
H -6.82177 1.83451 0.25959 0.00
H -7.75877 2.10122 2.72928 0.00
N -5.31799 -1.61806 1.03086 0.00
C -4.22464 -2.34865 0.52925 0.00
C -2.99684 -2.36792 1.20513 0.00
C -2.79442 -1.70082 2.39477 0.00
C -3.86833 -0.96321 2.95241 0.00
C -5.09373 -0.91985 2.23408 0.00
H -4.40231 -2.97558 -0.33203 0.00
H -2.19328 -2.99557 0.84913 0.00
H -1.79632 -1.79367 2.79673 0.00
H -3.71253 -0.46745 3.89917 0.00
H -5.97991 -0.46722 2.65386 0.00
N 0.12516 -0.30032 -3.66409 -0.01
C 0.84895 -0.81996 -4.63958 0.01
C 1.03897 -0.19160 -5.88571 0.01
C 0.51280 1.05089 -6.02072 0.01
C -0.27040 1.69142 -5.08333 0.02
C -0.36721 0.97471 -3.89862 0.00
H 1.32282 -1.77083 -4.44544 0.00
H 1.48043 -0.75845 -6.69205 0.00
H 0.56600 1.45838 -7.01948 0.00
H -0.84315 2.58733 -5.27230 -0.02
H -0.93163 1.41142 -3.08799 0.02
N -0.77004 -4.45002 1.91093 0.00
C 0.34846 -4.59125 1.10048 0.00
C 1.42681 -5.33673 1.64587 0.00
C 1.31194 -5.94020 2.88619 0.00
C 0.16554 -5.79215 3.62132 0.00
C -0.80096 -4.96519 3.17174 0.00
H 0.36823 -4.07608 0.15148 0.00
H 2.24514 -5.45985 0.95190 0.00
H 2.08164 -6.63528 3.18755 0.00
H 0.16573 -6.11225 4.65279 0.00
H -1.70234 -4.71447 3.71123 0.00
N 2.92668 5.07869 -4.64399 0.00
C 3.06462 5.61820 -3.42989 0.00
C 3.15304 4.81340 -2.28103 0.01
C 3.28609 3.42444 -2.39670 0.00
C 3.21738 2.91905 -3.67335 0.00
C 3.00906 3.74139 -4.75734 0.00
H 2.92061 6.68848 -3.41711 0.00
H 3.33669 5.32928 -1.35015 0.00
H 3.60209 2.86175 -1.53072 0.00
H 3.30124 1.86615 -3.89867 0.00
H 3.01607 3.37192 -5.77215 0.00

[2]
195
Properties=species:S:1:pos:R:3:lowdin_charge:R:1 method="wB97M-V/def2-TZVPD" homo_lumo_gap_ev=10.35 relative_energy_kj_mol=227.02
C 5.21705 1.76217 4.09974 -0.01
C 5.06929 0.26122 4.12092 -0.30
C 3.68192 -0.26156 3.98181 -0.12
O 3.88268 -1.53225 3.37702 0.03
C 5.12178 -1.47134 2.71924 -0.55
O 5.44636 -2.35566 1.99385 0.16
O 5.74414 -0.33956 2.97414 0.11
H 6.26119 1.98480 3.99073 0.09
H 4.88621 2.08920 5.06678 0.09
H 4.58166 2.24343 3.36526 0.06
H 5.56843 -0.09592 5.04534 0.16
H 3.10104 0.37803 3.31148 0.12
H 3.13642 -0.41172 4.89912 0.13
C -2.02586 -3.28641 -1.98945 0.00
C -1.37850 -2.59828 -3.17431 -0.25
C -1.81164 -3.10818 -4.56776 -0.04
O -2.09707 -1.91465 -5.32908 0.10
C -2.12489 -0.85019 -4.57108 -0.56
O -2.41651 0.27799 -4.88994 0.12
O -1.82864 -1.17877 -3.28166 0.03
H -1.50738 -4.27190 -1.95774 0.09
H -3.06988 -3.45250 -2.21882 0.09
H -1.86338 -2.82227 -1.00112 0.08
H -0.24880 -2.55145 -3.07258 0.14
H -2.74783 -3.70066 -4.44860 0.15
H -1.06733 -3.71215 -5.05457 0.12
C -3.64261 -3.53154 2.66281 0.00
C -2.59629 -4.55564 2.55502 -0.29
C -2.74834 -5.66963 1.57508 -0.07
O -1.44339 -5.97576 0.99464 0.08
C -0.74317 -4.83706 1.25753 -0.63
O 0.36460 -4.66106 0.79464 0.08
O -1.36650 -3.99241 1.98273 0.11
H -3.33294 -2.87673 3.47707 0.07
H -4.61813 -3.95739 2.83928 0.10
H -3.84936 -2.95721 1.72797 0.09
H -2.29114 -4.89953 3.52176 0.13
H -3.31397 -5.33949 0.67960 0.15
H -3.16700 -6.61344 2.00474 0.15
C 1.64665 -4.33882 3.49070 0.01
C 0.98849 -4.72301 4.81773 -0.27
C 1.35209 -3.84367 5.98424 -0.06
O 0.30802 -2.83709 5.94436 0.07
C -0.73500 -3.27007 5.23152 -0.57
O -1.78205 -2.72871 5.03577 0.15
O -0.42425 -4.46021 4.69146 0.04
H 2.70855 -4.54598 3.37400 0.09
H 1.36836 -3.26595 3.32806 0.10
H 1.21299 -4.90442 2.70392 0.05
H 0.90834 -5.80547 4.98991 0.17
H 2.37036 -3.44505 5.82851 0.14
H 1.29025 -4.32754 6.95652 0.13
C 2.91907 -6.36709 -4.72614 -0.03
C 1.84465 -6.99774 -3.86828 -0.24
C 1.16069 -6.11519 -2.75155 -0.03
O -0.24911 -6.04998 -3.20071 0.05
C -0.45544 -6.72057 -4.32399 -0.66
O -1.43391 -6.77112 -4.90914 0.19
O 0.68688 -7.30268 -4.76567 0.06
H 3.88944 -6.19078 -4.21775 0.09
H 2.57347 -5.48623 -5.28555 0.08
H 3.04649 -7.14545 -5.46630 0.08
H 2.19128 -7.98431 -3.49825 0.15
H 1.60100 -5.12972 -2.67378 0.09
H 1.14932 -6.52241 -1.72153 0.12
C -1.46876 3.36510 -5.61766 -0.01
C -2.43031 3.05409 -4.51551 -0.26
C -1.74902 2.40382 -3.31747 -0.09
O -1.43251 3.54503 -2.48735 0.03
C -2.33590 4.51971 -2.71686 -0.61
O -2.56532 5.44049 -2.01144 0.15
O -2.93312 4.30352 -3.87202 0.09
H -1.29880 2.43872 -6.08631 0.06
H -0.48275 3.73252 -5.28442 0.10
H -1.86141 4.10909 -6.30968 0.09
H -3.32973 2.50215 -4.83312 0.15
H -0.83790 1.88026 -3.50948 0.11
H -2.39514 1.73081 -2.73004 0.10
C 0.21841 1.92982 4.76366 0.01
C -0.77916 0.78571 4.64745 -0.28
C -2.06531 1.04814 5.27147 -0.08
O -2.95499 1.40849 4.21394 0.11
C -2.41911 1.15030 3.06045 -0.57
O -2.92723 1.27047 1.93730 0.09
O -1.22856 0.59919 3.26814 0.08
H 1.11825 1.73496 4.18469 0.06
H 0.56605 2.04716 5.80194 0.11
H -0.21288 2.84712 4.36586 0.10
H -0.28563 -0.13380 4.93071 0.14
H -2.06825 1.98088 5.85218 0.12
H -2.44780 0.19779 5.80412 0.14
C 2.07502 0.92655 -6.28334 -0.02
C 2.59913 -0.49171 -6.29710 -0.29
C 3.76774 -0.79740 -5.40573 -0.06
O 3.35504 -2.01276 -4.74321 0.07
C 2.08861 -2.27416 -4.95993 -0.62
O 1.50310 -3.24405 -4.56246 0.13
O 1.57105 -1.39012 -5.78673 0.09
H 1.08314 1.03524 -6.81813 0.11
H 2.74363 1.55895 -6.82244 0.07
H 1.89643 1.28487 -5.26023 0.08
H 2.63363 -0.91710 -7.30636 0.16
H 4.02615 -0.13118 -4.58564 0.14
H 4.67270 -1.08915 -6.02956 0.16
C 6.02161 3.15157 -2.51098 -0.02
C 6.01924 2.16617 -1.42098 -0.32
C 6.00967 2.77981 -0.06013 -0.09
O 5.24362 1.87409 0.73862 0.06
C 4.46259 1.14231 -0.10387 -0.54
O 3.66928 0.30622 0.15012 0.18
O 4.74483 1.47801 -1.40321 0.07
H 5.19914 3.80352 -2.46724 0.05
H 6.04723 2.58443 -3.41813 0.09
H 6.89872 3.81860 -2.52756 0.11
H 6.78943 1.41379 -1.49089 0.16
H 5.56725 3.76531 -0.01601 0.13
H 6.99484 2.89048 0.36138 0.14
C 3.08308 -3.21319 -1.05777 0.00
C 4.09158 -4.30690 -0.81345 -0.29
C 4.20657 -4.82056 0.58474 -0.12
O 3.97922 -6.21592 0.54590 0.07
C 3.52703 -6.58631 -0.70745 -0.51
O 3.19459 -7.66998 -1.08199 0.15
O 3.64446 -5.49148 -1.51396 0.03
H 3.40986 -2.34854 -0.47262 0.07
H 2.09758 -3.58102 -0.71915 0.08
H 3.05518 -2.97655 -2.16708 0.10
H 5.06271 -4.06463 -1.24280 0.16
H 3.47562 -4.33061 1.25306 0.12
H 5.16532 -4.68124 1.02549 0.11
C -4.08793 0.29694 -1.61591 -0.03
C -5.04166 -0.05451 -0.58993 -0.32
C -6.49096 -0.08145 -1.01101 -0.08
O -7.00625 -1.25317 -0.38238 0.07
C -5.94086 -2.04204 -0.02908 -0.52
O -5.99999 -3.22211 0.30281 0.11
O -4.76331 -1.41509 -0.15048 0.09
H -4.23808 -0.23476 -2.57231 0.11
H -3.06187 0.05094 -1.31281 0.09
H -4.14657 1.32747 -1.91192 0.09
H -4.85210 0.57675 0.23563 0.13
H -6.57876 -0.21048 -2.09821 0.14
H -7.07777 0.77426 -0.74095 0.13
C -1.54485 7.33601 4.18386 -0.03
C -2.35852 6.78214 5.28654 -0.34
C -3.67101 6.12713 4.88944 -0.11
O -3.78699 5.02681 5.76773 0.07
C -2.51167 4.77549 6.26455 -0.54
O -2.20994 3.90779 6.99504 0.16
O -1.62537 5.70481 5.86218 0.10
H -0.66076 7.82000 4.58791 0.09
H -2.10045 8.11527 3.66696 0.08
H -1.23743 6.59359 3.50178 0.08
H -2.59154 7.60577 5.99452 0.17
H -3.54548 5.74208 3.88225 0.13
H -4.51810 6.83038 4.88067 0.15
C 2.03921 3.89928 -2.38798 0.01
C 2.04413 4.37069 -0.96013 -0.31
C 0.70845 4.46785 -0.26447 -0.11
O 0.99657 4.09590 1.05865 0.09
C 2.09430 3.32479 1.06016 -0.53
O 2.55635 2.66375 1.98740 0.11
O 2.64223 3.37220 -0.15089 0.07
H 1.65240 2.87673 -2.43791 0.08
H 3.08769 3.93612 -2.71474 0.07
H 1.39472 4.61413 -2.87275 0.09
H 2.61641 5.33595 -0.79214 0.18
H -0.02748 3.85093 -0.79560 0.11
H 0.27477 5.48906 -0.32769 0.16
C -7.27228 5.14017 0.63403 -0.01
C -5.82136 5.64186 0.44472 -0.30
C -5.50979 6.59777 -0.66284 -0.07
O -4.78598 7.64371 0.02885 0.06
C -4.71663 7.46233 1.37857 -0.56
O -4.12884 8.10652 2.14923 0.18
O -5.46500 6.36420 1.64674 0.06
H -7.28515 4.49343 1.51839 0.09
H -7.63379 4.61279 -0.21743 0.07
H -7.93026 5.99991 0.78838 0.09
H -5.15718 4.76891 0.38589 0.15
H -6.39447 7.09436 -1.02068 0.13
H -4.92994 6.21880 -1.49951 0.12
C 1.06040 -1.46539 1.11808 0.02
C -0.00305 -0.72923 0.22341 -0.26
C 0.04039 0.81570 0.24581 -0.04
O 0.76053 1.11727 -0.96606 0.05
C 0.76649 0.05783 -1.75536 -0.57
O 1.14020 0.11596 -2.92075 0.12
O 0.33337 -0.99939 -1.10538 0.08
H 0.86733 -2.52695 1.08424 0.04
H 0.97087 -1.06737 2.15690 0.09
H 2.03505 -1.27141 0.59050 0.07
H -1.04207 -1.03320 0.36865 0.15
H 0.62792 1.11029 1.08796 0.10
H -0.92576 1.38151 0.16554 0.14

[3]
112
Properties=species:S:1:pos:R:3:lowdin_charge:R:1 method="wB97M-V/def2-TZVPD" total_charge=+2 homo_lumo_gap_ev=3.51 relative_energy_kj_mol=114.58
Hf -0.10157 -0.14545 -0.19302 1.89
Cl -3.89938 7.29518 4.59192 0.70
C -3.11981 6.03460 3.70216 -0.67
C -3.68101 4.76758 3.67527 -0.09
C -3.05067 3.76070 2.95760 -0.02
C -1.86414 4.00298 2.27073 -0.22
C -1.32615 5.28630 2.30229 -0.03
C -1.94543 6.30248 3.01855 -0.08
C -1.21728 2.89915 1.49042 -0.09
C -0.08274 2.35122 1.96021 -0.23
C 0.63386 2.84871 3.11975 0.04
C 1.70985 2.07549 3.30058 0.02
C 1.62959 0.99436 2.32597 -0.24
C 2.37477 -0.12423 2.40433 -0.10
C 3.49915 -0.40617 3.39177 -0.26
C 3.09504 -0.87541 4.72687 0.09
C 3.80030 -0.62272 5.85653 -0.05
C 4.94379 0.19366 5.76167 -0.61
Cl 5.85334 0.46885 7.13251 0.90
C 5.33551 0.80740 4.54662 -0.04
C 4.63234 0.53059 3.42482 0.06
C 2.26878 -1.71367 0.23101 -0.38
N 0.95284 -1.95800 -0.39162 -0.08
C 1.10582 -2.92398 -1.32851 -0.22
C 0.42535 -2.99909 -2.49764 -0.09
C 0.68148 -4.17552 -3.39546 -0.23
C 1.55015 -4.07019 -4.48303 -0.03
C 1.83160 -5.16872 -5.28247 -0.08
C 1.24194 -6.39020 -4.98981 -0.67
Cl 1.58945 -7.76699 -5.97867 0.70
C 0.37835 -6.51827 -3.91815 -0.09
C 0.10192 -5.40876 -3.12707 -0.02
C -0.26889 -1.86346 -2.99787 -0.19
C -0.72337 -1.81058 -4.34953 0.02
C -1.18819 -0.56060 -4.57268 0.04
C -1.11302 0.15659 -3.34319 -0.26
N -0.51881 -0.66253 -2.35341 -0.03
C -1.73676 1.34955 -3.15394 -0.09
C -1.92580 1.98272 -1.90846 -0.27
C -2.81399 3.03884 -1.71652 0.02
C -2.75618 3.38980 -0.38474 0.01
C -1.78605 2.58152 0.21428 -0.23
N -1.29791 1.65844 -0.70972 -0.03
C -2.34411 2.01704 -4.34988 -0.23
C -1.62489 2.98763 -5.03590 -0.01
C -2.16239 3.61024 -6.15411 -0.08
C -3.43149 3.25956 -6.58432 -0.67
Cl -4.10203 4.02512 -7.98092 0.71
C -4.16909 2.29963 -5.90851 -0.08
C -3.61926 1.68052 -4.79360 -0.03
C 2.33680 -3.67113 -1.04404 0.06
C 3.06185 -2.95001 -0.20202 0.04
N 0.57829 1.21333 1.45137 -0.02
H -4.60238 4.57611 4.21433 0.11
H -3.48560 2.76646 2.93117 0.11
H -0.41642 5.49880 1.74992 0.13
H -1.52644 7.30220 3.03979 0.11
H 0.33019 3.70289 3.70832 0.13
H 2.47260 2.16660 4.06648 0.12
H 2.19264 -1.47051 4.78882 0.13
H 3.49344 -1.00896 6.82163 0.13
H 6.17256 1.49474 4.53885 0.13
H 4.89678 1.02754 2.49833 0.14
H 2.01250 -3.11330 -4.70468 0.13
H 2.50700 -5.08537 -6.12525 0.11
H -0.07863 -7.47783 -3.70885 0.11
H -0.58170 -5.50735 -2.28972 0.12
H -0.66659 -2.63227 -5.04861 0.12
H -1.60040 -0.16399 -5.48987 0.13
H -3.41410 3.48949 -2.49462 0.13
H -3.28362 4.19208 0.10824 0.12
H -0.63244 3.26355 -4.69483 0.13
H -1.60117 4.36581 -6.69079 0.11
H -5.16202 2.03846 -6.25548 0.11
H -4.19301 0.92032 -4.27210 0.12
H 2.62692 -4.59042 -1.53365 0.13
H 4.04972 -3.21939 0.13263 0.11
C -3.65981 -0.72391 -1.50630 0.00
C -3.49620 -0.53187 -0.03006 -0.27
C -4.59195 -0.09640 0.71167 0.01
C -4.55072 -0.10905 2.08698 -0.01
C -3.43256 -0.64351 2.71284 0.00
C -2.37352 -1.02938 1.93127 -0.21
N -2.34596 -0.89394 0.58246 0.08
C -1.20986 -1.73414 2.50828 -0.19
C -1.35182 -2.67643 3.51502 0.02
C -0.23985 -3.40059 3.89869 -0.01
C 0.98866 -3.11587 3.31907 0.00
C 1.05745 -2.11381 2.37193 -0.18
N -0.04480 -1.47925 1.93193 0.09
C 2.30184 -1.50218 1.78196 -0.20
C 3.70984 -1.73353 2.41231 -0.04
C 4.87741 -1.41875 1.49846 -0.04
C 4.89921 -0.62171 0.42990 -0.01
C 3.76061 0.09112 -0.21511 -0.30
C 4.06022 1.44566 -0.78689 0.00
N 2.58954 -0.38884 -0.33761 0.13
H -4.45725 -1.45629 -1.65855 0.11
H -2.75924 -1.10246 -1.97189 0.06
H -3.96891 0.20148 -1.99002 0.08
H -5.48050 0.22723 0.18236 0.14
H -5.39604 0.23951 2.66838 0.13
H -3.38238 -0.75095 3.78971 0.13
H -2.32569 -2.88441 3.93563 0.13
H -0.32893 -4.18548 4.63922 0.13
H 1.87796 -3.66979 3.60020 0.13
H 3.87666 -2.65004 2.97997 0.15
H 5.82658 -1.83874 1.82470 0.14
H 5.86877 -0.42727 -0.02444 0.13
H 4.55637 2.08364 -0.04993 0.09
H 3.14688 1.92612 -1.12650 0.09
H 4.74633 1.34406 -1.63412 0.10